No. 1
Computed, not measured: a structure of composition C8H19INO2 at a distorted geometry, with ωB97M-V with the def2-TZVPD basis set.

CARTESIAN COORDINATES (ANGSTROEM)
C -0.1450 -2.9599 -1.8440
O -0.0346 -1.5242 -1.8430
C 0.5965 -1.1438 -0.6386
N 0.7987 0.3227 -0.5733
I 1.7618 0.8155 -2.4003
C 1.8130 0.6050 0.4948
C 2.2417 2.0934 0.6436
O 1.8733 2.6667 1.8998
C -0.4570 1.1402 -0.5410
C -1.6075 0.6647 0.4067
C -2.5682 -0.3914 -0.2555
C -1.1830 0.2327 1.8430
H -1.2068 -3.2455 -1.7523
H 0.2772 -3.3947 -2.7609
H 0.3820 -3.4206 -0.9853
H 1.5878 -1.6420 -0.6233
H 0.0206 -1.5605 0.2039
H 1.5340 0.1896 1.4805
H 2.7237 0.0450 0.2123
H 3.3343 2.2017 0.5571
H 1.7883 2.7620 -0.1106
H 1.6507 1.9753 2.5222
H -0.8743 1.1081 -1.5645
H -0.2870 2.2097 -0.3407
H -2.2530 1.5530 0.5485
H -2.8218 0.0188 -1.2513
H -2.1005 -1.3793 -0.3575
H -3.4984 -0.4174 0.3340
H -2.0359 0.4212 2.5208
H -0.9336 -0.8342 1.9536
H -0.3768 0.8882 2.2215

Results
Total charge   +1
HOMO-LUMO gap   8.697 eV
Strongest force on any atom   2.2 eV/A
Molecular weight   288.1 g/mol
E_tot   -22280.972 eV
HOMO level   -13.98 eV

No. 2
Computed, not measured: the ion C8H19N2 with charge +1 at a distorted geometry, with ωB97M-V with the def2-TZVPD basis set.

CARTESIAN COORDINATES (ANGSTROEM)
C -1.3719 -1.7228 1.0023
C -0.8202 -1.4789 -0.3322
N -0.0649 -0.5333 -0.7680
C 0.4932 -0.5603 -2.1630
C 0.2170 0.7888 0.2151
C 0.8230 1.8183 -0.7155
C 1.2827 0.3646 1.2498
C 2.1707 -0.8066 0.7032
N -0.8672 1.3132 0.7743
C -2.1735 1.1729 0.1677
H -0.8401 -2.5723 1.2768
H -2.4303 -1.8972 1.0672
H -1.2026 -0.9204 1.7978
H -1.1051 -2.3229 -1.1515
H -0.0724 0.1327 -2.7543
H 0.2382 -1.5516 -2.4669
H 1.5026 -0.1615 -2.0672
H 0.1565 2.3006 -1.4787
H 1.0614 2.6837 -0.1592
H 1.6326 1.3829 -1.2625
H 2.0936 1.0919 1.4952
H 0.8126 0.0568 2.1612
H 2.3925 -0.7702 -0.3612
H 3.0467 -0.9037 1.1936
H 1.5317 -1.6063 0.8354
H -0.9033 1.2974 1.7390
H -2.6313 0.2490 0.3493
H -2.8537 1.8699 0.5696
H -2.1184 1.2850 -0.9175

Results
Total charge   +1
HOMO-LUMO gap   9.438 eV
Strongest force on any atom   4.1 eV/A
Molecular weight   143.3 g/mol
E_tot   -11575.709 eV
HOMO level   -13.06 eV
SMILES string   C/C=[N+](/C)[C@](C)(CC)NC
Energy relative to the best compared isomer or geometry (same formula, charge and spin)   53.8 kcal/mol

No. 3
Computed, not measured: a cluster of 2 separate species, C8H19N2O in total at a distorted geometry, with ωB97M-V with the def2-TZVPD basis set.

CARTESIAN COORDINATES (ANGSTROEM)
C -1.3714 -0.0591 2.4410
C -0.9789 -1.4016 1.9476
C -2.2195 0.5114 1.2182
C -0.8240 -1.2995 0.4405
C 2.3044 -1.7695 -1.6180
C -0.0201 1.7877 -1.6535
C 2.0244 -0.2333 -1.7521
C 0.8239 1.3181 -0.4883
N 0.7932 1.9857 0.6168
N -1.4354 0.0430 0.0847
O 1.6659 0.3153 -0.4656
H -2.0138 -0.1563 3.3407
H -0.5229 0.5219 2.8962
H -0.1503 -2.0023 2.4718
H -1.8291 -2.1282 2.3038
H -3.1658 -0.0649 1.2863
H -2.3948 1.5783 1.3016
H 0.1845 -1.1708 -0.0429
H -1.4694 -1.9731 -0.1762
H 1.3906 -2.4502 -1.6247
H 2.8008 -2.0470 -2.5710
H 3.0322 -2.0571 -0.8529
H -0.1736 1.0423 -2.4042
H -0.8848 2.2694 -1.2628
H 0.5179 2.5721 -2.1099
H 1.1619 -0.0106 -2.5417
H 2.9761 0.2736 -2.0370
H 0.4391 2.9060 0.6108
H 1.3813 1.7172 1.4713
H -2.0425 -0.0188 -0.8305

Results
Total charge   +1
HOMO-LUMO gap (alpha / beta)   4.920 / 6.185 eV
Strongest force on any atom   6.8 eV/A
Molecular weight   159.3 g/mol
E_tot   -13619.487 eV
HOMO level (alpha / beta)   -7.92 / -13.32 eV
Spin multiplicity   3
Energy relative to the best compared isomer or geometry (same formula, charge and spin)   8.3 kcal/mol

No. 4
Computed, not measured: a structure of composition C8H19N6O at a distorted geometry, with ωB97M-V with the def2-TZVPD basis set.

CARTESIAN COORDINATES (ANGSTROEM)
C 0.5799 -0.1064 3.4422
C -1.0135 -1.3487 -1.3868
C -0.1887 -2.3447 -0.5026
C -0.0766 -1.1524 1.4865
C -1.1948 0.1613 0.4952
C -1.4146 1.4487 -3.2383
C 4.0725 -0.2275 1.8099
C -2.0676 1.7361 -1.8332
N 0.3643 0.3048 4.4964
N -1.6856 -0.2346 -0.6289
N -1.4995 1.2731 1.0703
N 0.8668 -0.4937 2.2726
N -2.6721 0.5393 -1.2180
N 2.9592 0.3251 1.0298
O 0.6670 -1.7895 0.3516
H -0.3863 -0.7819 -2.1414
H -1.8996 -1.7647 -2.0833
H -1.0206 -2.9570 -0.0188
H 0.3680 -2.9202 -1.2163
H -0.7742 -1.6891 2.0418
H -1.4606 2.4155 -3.7817
H -0.4440 1.0715 -3.2524
H -2.1442 0.8240 -3.6833
H 4.2748 0.3030 2.6932
H 3.7935 -1.2422 2.1187
H 4.9914 -0.3404 1.2510
H -1.3112 2.2081 -1.0883
H -2.8765 2.4985 -2.0210
H -1.1911 1.4242 2.0657
H -2.0910 1.9326 0.6346
H 1.8260 -0.2193 1.7715
H -3.4374 0.1263 -1.8570
H 2.9342 -0.3526 0.1581
H 3.1519 1.3728 0.7623

Results
Total charge   +1
HOMO-LUMO gap   9.935 eV
Strongest force on any atom   5.7 eV/A
Molecular weight   215.3 g/mol
E_tot   -19581.428 eV
HOMO level   -12.60 eV
Energy relative to the best compared isomer or geometry (same formula, charge and spin)   29.3 kcal/mol

No. 5
Computed, not measured: a cluster of 2 separate species, C8H19NO in total at a distorted geometry, with ωB97M-V with the def2-TZVPD basis set.

CARTESIAN COORDINATES (ANGSTROEM)
C -0.0295 0.9126 -0.5874
C -1.1088 1.6525 -1.4094
C 1.4563 2.8125 -1.4862
C 2.3591 -0.5156 0.0835
C 2.4695 0.8329 -0.6237
O 3.5679 1.2858 -0.9396
N 1.3261 1.5168 -0.8179
H -0.2738 1.0248 0.4689
H -0.0215 -0.1242 -0.9184
H -2.0950 1.5423 -0.9708
H -1.0924 1.2643 -2.4306
H 1.8263 2.6718 -2.5041
H 1.5547 -1.1002 -0.3585
H -0.8791 2.7167 -1.4520
H 0.4810 3.2838 -1.5024
H 2.1386 3.4592 -0.9404
H 3.3128 -1.0133 -0.0661
H 2.1893 -0.3417 1.1463
C -1.2097 -1.7757 1.8978
C -2.6188 -1.3031 1.5485
C -0.7384 -2.8394 0.8933
H -0.5108 -0.9381 1.8901
H -1.1919 -2.2288 2.8884
H -3.2942 -2.1513 1.4243
H -2.5900 -0.7630 0.6013
H -1.4263 -3.6845 0.9443
H -0.8341 -2.4353 -0.1194
H -3.0656 -0.6357 2.2876
H 0.2985 -3.1261 1.0526

Results
Total charge   -1
HOMO-LUMO gap (alpha / beta)   2.648 / 9.491 eV
Strongest force on any atom   1.5 eV/A
Molecular weight   145.2 g/mol
E_tot   -12140.588 eV
HOMO level (alpha / beta)   1.07 / -5.93 eV
Spin multiplicity   2
Energy relative to the best compared isomer or geometry (same formula, charge and spin)   0.0 kcal/mol

No. 6
Computed, not measured: a structure of composition C8H19NO2Tb at a distorted geometry, with ωB97M-V with the def2-TZVPD basis set.

CARTESIAN COORDINATES (ANGSTROEM)
C 1.3634 -1.5893 -1.2744
C 1.9796 -1.9240 0.0744
C 2.2880 -0.7490 1.0084
C 2.8590 0.5244 0.2466
N 2.0146 1.6270 0.4888
C 0.8142 1.9515 -0.2556
O -0.2578 1.2503 0.3431
C -1.5119 1.8906 0.1616
C -2.5985 0.8545 -0.1019
O -2.5057 -0.2196 0.8179
C -3.0245 -1.4131 0.3796
H 0.9871 -2.4905 -1.7510
H 0.5560 -0.8567 -1.1748
H 2.0958 -1.1815 -1.9716
H 1.2792 -2.5466 0.6345
H 2.8750 -2.5279 -0.0572
H 3.0644 -1.0292 1.7165
H 1.4113 -0.4925 1.6001
H 3.8364 0.7480 0.6782
H 2.9760 0.3772 -0.8223
H 1.9561 1.8991 1.4719
H 0.9625 1.7028 -1.3057
H 0.6784 3.0318 -0.1592
H -1.4891 2.5892 -0.6746
H -1.7728 2.4193 1.0794
H -3.5526 1.3913 0.0323
H -2.4942 0.4469 -1.1268
H -4.1235 -1.3411 0.1613
H -2.9487 -2.1773 1.1508
H -2.5395 -1.7872 -0.5363
Tb -5.1779 -0.3785 -0.8339

Results
Total charge   +3
HOMO-LUMO gap (alpha / beta)   7.649 / 7.343 eV
Strongest force on any atom   4.6 eV/A
Molecular weight   320.2 g/mol
E_tot   -36588.695 eV
HOMO level (alpha / beta)   -19.79 / -19.71 eV
Spin multiplicity   7

No. 7
Computed, not measured: a cluster of 4 separate species, C8H19NO3P in total, with ωB97M-V with the def2-TZVPD basis set.

CARTESIAN COORDINATES (ANGSTROEM)
P -1.7175 -0.9715 2.2077
C -1.8171 0.6067 3.0089
C -3.0103 1.3268 3.0672
C -2.9702 2.5610 3.6877
C -1.7613 3.0054 4.2153
N -0.6177 2.3219 4.1781
C -0.6599 1.1451 3.5726
H -1.2569 -0.7701 0.8987
H -0.7974 -1.8145 2.8321
H -2.9700 -1.5725 2.0833
H -3.9219 0.9416 2.6367
H -3.8569 3.1694 3.7455
H -1.7358 3.9695 4.7008
H 0.2648 0.5817 3.5204
C -0.2349 -0.0107 -1.9483
O -1.5452 -0.5879 -1.9053
H 0.2154 -0.1171 -0.9624
H 0.3853 -0.5262 -2.6819
H -0.2929 1.0516 -2.1961
H -1.9291 -0.4859 -2.7801
C 2.5102 -0.6970 -4.8162
O 1.1978 -1.2631 -4.8043
H 2.9280 -0.8180 -3.8197
H 3.1494 -1.2127 -5.5358
H 2.4745 0.3675 -5.0612
H 0.8273 -1.1598 -5.6846
C 2.5656 -1.6772 -0.2109
O 3.3123 -1.0047 -1.2132
H 1.5861 -1.8987 -0.6276
H 3.0466 -2.6150 0.0770
H 2.4486 -1.0379 0.6729
H 4.1832 -0.8077 -0.8574

Results
Total charge   +1
HOMO-LUMO gap   8.392 eV
Strongest force on any atom   0.9 eV/A
Molecular weight   208.2 g/mol
E_tot   -25516.217 eV
HOMO level   -12.25 eV
Energy relative to the best compared isomer or geometry (same formula, charge and spin)   76.8 kcal/mol

No. 8
Computed, not measured: a structure of composition C8H19NO7V at a distorted geometry, with ωB97M-V with the def2-TZVPD basis set.

CARTESIAN COORDINATES (ANGSTROEM)
O -2.4217 0.9447 -0.6539
V -1.5505 -0.2541 -0.1510
O -2.4677 -0.9617 0.9258
O -1.8368 -1.5128 -1.8384
C -1.6617 -1.0605 -3.1630
C -0.2610 -0.7239 -3.7906
O 0.8029 -1.3774 -3.2581
H -2.3519 -0.1965 -3.2849
H -2.0239 -1.9512 -3.7152
H 0.0154 0.3602 -3.6084
H -0.1893 -0.8347 -4.9062
O 1.7064 -4.3769 0.1343
C 2.0862 -3.4213 1.0059
C 1.1953 -2.1325 1.2563
O 0.2958 -1.6593 0.3155
H 3.0869 -3.0370 0.6485
H 2.3071 -3.9206 1.9955
H 1.9272 -1.2886 1.3897
H 0.7126 -2.2997 2.2539
C 0.5278 3.2697 -0.0871
C 0.9878 1.9004 0.4200
C 0.3177 1.5719 1.7554
O -1.0007 1.1093 1.6307
C -1.6586 0.9520 2.8561
N 0.5629 0.8834 -0.5476
H 0.6689 3.4832 -1.1492
H 1.0191 4.1430 0.3718
H -0.5342 3.3997 0.1396
H 2.0835 1.9233 0.4636
H 0.3491 2.4766 2.3838
H 0.9550 0.8241 2.2455
H -1.1683 0.3029 3.5837
H -2.6721 0.6079 2.6726
H -1.7799 1.9713 3.2614
H 0.8333 -0.0713 -0.1735
H 1.1375 0.9566 -1.3823

Results
Total charge   -3
HOMO-LUMO gap   3.008 eV
Strongest force on any atom   5.3 eV/A
Molecular weight   292.2 g/mol
E_tot   -50103.846 eV
HOMO level   3.79 eV